(1)
Computed, not measured: an isolated molecule of BrH3NOP in a non-equilibrium geometry, with ωB97M-V with the def2-TZVPD basis set.

XYZ file:
```
7
Properties=species:S:1:pos:R:3:forces:R:3:nbo_charge:R:1
N 1.17087 -0.42313 -0.01644 -0.3 -0.2 0.0 -1.1829
P -0.21248 0.03187 0.76325 -2.0 2.1 -2.1 1.1743
O -0.94410 1.58161 -0.51530 2.1 -3.1 1.3 -1.0060
Br -1.57621 -1.66262 0.02197 0.5 0.8 0.2 -0.2695
H 1.20736 -1.22283 -0.61819 -0.4 -0.1 -0.6 0.4140
H 2.01367 -0.40472 0.51720 0.4 0.5 0.5 0.4079
H -1.65911 2.09982 -0.15249 -0.4 -0.1 0.7 0.4621
```
Forces are in eV/Å.

As for the structure (SMILES): NP(O)Br. The value obtained for the energy relative to the best compared isomer or geometry (same formula, charge and spin) is 1.371 eV. The HOMO energy comes out at -9.690 eV. As for the spin multiplicity: 1.

=====

(2)
Computed, not measured: an isolated molecule of BrH3O3Si in a non-equilibrium geometry, with ωB97M-V with the def2-TZVPD basis set.

XYZ file:
```
8
Properties=species:S:1:pos:R:3:forces:R:3:nbo_charge:R:1
O -0.92001 -1.40957 -0.31753 2.7 1.5 1.0 -1.1112
Si 0.44708 0.12007 0.07438 -3.9 -3.0 -1.1 2.0726
O -0.14852 1.12873 -1.04985 0.5 -0.1 0.0 -1.1028
O 0.10464 0.76934 1.48920 0.0 0.4 1.0 -1.1122
Br 2.55114 -0.32104 0.04415 0.2 -0.3 -0.1 -0.2735
H -0.89203 -2.33150 0.07133 0.5 1.9 -0.4 0.4844
H -0.46132 0.71312 -1.85232 -0.2 -0.1 -0.3 0.5194
H -0.68098 1.33086 1.54064 0.2 -0.3 0.0 0.5233
```
Forces are in eV/Å.

As for the structure (SMILES): O[Si](O)(O)Br. The value obtained for the energy relative to the best compared isomer or geometry (same formula, charge and spin) is 1.221 eV. The HOMO energy comes out at -10.543 eV. As for the spin multiplicity: 1.

=====

(3)
Computed, not measured: a cluster of 2 separate species, BrH3Si in total in a non-equilibrium geometry, with ωB97M-V with the def2-TZVPD basis set.

XYZ file:
```
5
Properties=species:S:1:pos:R:3:forces:R:3:nbo_charge:R:1
Si 0.09572 0.20836 0.20017 2.1 1.2 -0.6 0.8235
Br 3.76025 -0.14457 -0.40994 -0.5 -0.1 0.2 -0.3750
H -0.81896 -0.77674 -0.05885 -1.4 -1.9 -0.3 -0.1852
H -0.26269 1.10245 1.24841 0.0 0.5 0.7 -0.1603
H 1.32799 0.30589 -0.59818 -0.2 0.2 -0.1 -0.1031
```
Forces are in eV/Å.

The value obtained for the energy relative to the best compared isomer or geometry (same formula, charge and spin) is 3.998 eV. The HOMO energy (spin up / spin down) comes out at -9.726 / -7.977 eV. As for the spin multiplicity: 1.

=====

(4)
Computed, not measured: a cluster of 2 separate species, BrH4N2OP in total in a non-equilibrium geometry, with ωB97M-V with the def2-TZVPD basis set.

XYZ file:
```
9
Properties=species:S:1:pos:R:3:forces:R:3:nbo_charge:R:1
N 0.84500 -0.52454 -1.42850 -1.9 -0.8 0.4 -1.2053
N 0.31368 0.39481 2.09829 1.7 -1.4 -0.4 -1.0725
O -1.75169 -1.19136 -1.35205 -0.7 -0.2 0.3 -0.9755
P -0.65165 -0.30342 -1.64190 2.2 1.3 -1.1 1.9671
Br -1.21411 1.56841 -2.79075 0.2 -1.1 0.8 -0.2068
H 1.63440 0.01782 -1.67984 0.3 0.8 -0.3 0.4207
H 1.09975 -0.02918 2.63411 -0.7 0.9 -0.1 0.3548
H 0.18807 -0.38564 1.42735 -0.6 0.8 0.4 0.3582
H -0.46344 0.45311 2.73329 -0.4 -0.3 0.1 0.3592
```
Forces are in eV/Å.

The value obtained for the energy relative to the best compared isomer or geometry (same formula, charge and spin) is 1.226 eV. The HOMO energy comes out at -10.360 eV. As for the spin multiplicity: 1.

=====

(5)
Computed, not measured: a cluster of 2 separate species, BrH4NSi in total in a non-equilibrium geometry, with ωB97M-V with the def2-TZVPD basis set.

XYZ file:
```
7
Properties=species:S:1:pos:R:3:forces:R:3:nbo_charge:R:1
N -0.02602 0.67328 -0.30121 -1.4 -0.3 0.0 -1.3712
Si -1.19226 -0.41623 -0.00523 1.1 0.8 -0.2 1.4326
H 0.05385 1.52623 0.24073 0.2 -0.2 0.3 0.4016
H -1.57631 -1.29715 -1.08805 0.0 -0.4 -0.2 -0.1946
H -1.86989 -0.75752 1.24592 -0.2 0.2 0.2 -0.2020
Br 2.99739 -0.01704 0.13976 0.3 -0.1 0.0 -0.3196
H 1.61325 0.28842 -0.23192 -0.1 0.0 -0.1 0.2531
```
Forces are in eV/Å.

As for the structure (SMILES): N=[SiH2].Br. The value obtained for the energy relative to the best compared isomer or geometry (same formula, charge and spin) is 2.812 eV. The HOMO energy comes out at -9.861 eV. As for the spin multiplicity: 1.

=====

(6)
Computed, not measured: a cluster of 2 separate species, BrH5Si2 in total in a non-equilibrium geometry, with ωB97M-V with the def2-TZVPD basis set.

XYZ file:
```
8
Properties=species:S:1:pos:R:3:forces:R:3:nbo_charge:R:1
Si 1.14907 -0.14091 0.77980 0.5 0.6 -0.5 0.4402
Si -1.56028 2.34026 -1.76397 1.9 -0.1 0.8 0.7237
Br 0.68310 1.95825 -2.31003 -1.4 0.5 -0.2 -0.3573
H 0.10712 0.27602 1.66373 -1.2 0.5 -0.1 -0.1747
H 1.91075 -0.92878 1.72282 0.7 -0.8 -0.4 -0.1580
H 1.04325 -0.17246 -0.73161 0.0 -0.5 1.1 -0.1178
H -1.67190 1.44044 -0.57773 -0.3 0.2 -0.2 -0.1768
H -2.49005 2.05803 -2.82856 -0.3 -0.3 -0.6 -0.1792
```
Forces are in eV/Å.

The value obtained for the energy relative to the best compared isomer or geometry (same formula, charge and spin) is 2.526 eV. The HOMO energy (spin up / spin down) comes out at -8.613 / -7.224 eV. As for the spin multiplicity: 1.

=====

Values of energy, in order: -3047.16228, -3091.17158, -2865.16523, -3102.53245, -2920.60301, -3155.84746, all in a.u..